DFT (ωB97M-V with the def2-TZVPD basis set) results for a cluster of 5 separate species, C12H17Cl6FO in total.

Properties
- multiplicity = 1
- HOMO energy (eV) = -9.32
- SMILES string = Fc1ccccc1.CC(C)=O.ClCCl.ClCCl.ClCCl

Last column: Löwdin charge in e.
Element x y z (Å)
F1 32.279 7.173 -3.411  0.041
C1 30.964 7.143 -3.728  -0.282
C2 30.244 5.964 -3.673  -0.012
C3 28.868 6.054 -3.921  -0.087
C4 28.295 7.288 -4.200  -0.113
C5 29.016 8.475 -4.086  -0.070
C6 30.390 8.386 -3.939  -0.014
H1 30.773 5.021 -3.710  0.112
H2 28.246 5.191 -4.123  0.096
H3 27.228 7.305 -4.397  0.045
H4 28.492 9.411 -4.174  0.099
H5 31.004 9.271 -3.841  0.119
C7 25.451 11.372 -2.247  -0.028
C8 24.845 12.134 -3.397  -0.505
C9 24.262 13.500 -3.046  -0.018
O1 24.916 11.725 -4.531  0.062
H6 26.418 11.000 -2.568  0.076
H7 24.814 10.513 -2.016  0.081
H8 25.574 11.866 -1.284  0.079
H9 25.162 14.088 -2.857  0.092
H10 23.677 13.335 -2.140  0.080
H11 23.659 13.935 -3.835  0.080
Cl1 27.004 2.977 -6.815  0.523
C10 27.632 4.514 -7.352  -1.028
Cl2 29.427 4.476 -7.467  0.471
H12 27.185 4.836 -8.288  0.033
H13 27.439 5.335 -6.664  0.000
Cl3 23.096 8.186 -5.268  0.528
C11 23.766 7.382 -3.864  -1.007
Cl4 24.845 6.038 -4.331  0.510
H14 24.393 8.073 -3.314  0.011
H15 22.943 6.969 -3.294  0.024
Cl5 34.100 6.106 -7.189  0.511
C12 33.987 4.973 -5.847  -1.032
Cl6 35.233 5.301 -4.611  0.488
H16 33.022 4.979 -5.347  0.007
H17 34.081 3.951 -6.206  0.026

Atomic forces in eV per Å
0.1 -0.5 -0.4
-0.1 0.5 0.7
-0.1 0.1 -1.0
0.5 0.4 -1.1
-0.6 0.0 0.9
0.1 -0.8 -0.6
-0.3 0.3 0.7
-0.1 -0.1 0.6
0.2 -0.3 0.4
0.1 0.2 0.0
0.1 0.3 -0.1
0.1 0.0 -0.1
0.0 -0.7 0.4
0.0 0.9 -0.3
0.2 -1.1 0.0
-0.1 -0.2 0.2
0.1 -0.2 0.0
0.0 -0.1 -0.2
-0.1 0.5 -0.3
-0.3 0.4 0.3
0.1 0.5 0.1
0.1 -0.1 -0.1
-0.2 0.0 0.1
0.7 1.0 0.1
-0.5 0.0 -0.2
0.3 -0.5 -0.3
-0.2 -0.4 0.4
-0.1 0.2 -0.2
0.3 -0.3 -0.1
-0.2 -0.1 0.0
-0.2 0.1 0.1
0.1 0.0 0.2
-0.2 -0.1 0.1
0.0 -0.5 0.5
-0.2 -0.2 -0.3
0.0 0.7 -0.1
0.5 0.2 -0.2

DFT (ωB97M-V with the def2-TZVPD basis set) results for the ion C8H17N2S with charge +1.

Properties
- multiplicity = 3
- HOMO energy (alpha / beta) (eV) = -9.70 / -12.97
- total charge = +1
- ⟨S²⟩ = 2.01

Last column: Löwdin spin population.
Element x y z (Å)
C1 0.006 -0.571 1.801  0.101
C2 0.071 -1.205 -1.136  0.581
C3 1.894 0.291 0.563  0.009
C4 0.343 0.491 0.560  0.036
C5 0.795 -1.610 1.249  0.610
C6 -0.810 1.794 -2.137  0.025
C7 -2.383 1.385 -0.173  0.001
C8 -1.446 0.682 -1.141  0.021
N1 -0.270 -0.012 -0.615  0.278
N2 2.152 -1.069 1.038  0.063
S1 0.945 -3.114 2.267  0.101
H1 0.246 -0.148 2.787  0.029
H2 -1.126 -0.723 1.694  0.008
H3 1.102 -1.459 -1.354  0.052
H4 -0.638 -1.852 -1.711  0.032
H5 2.312 0.627 -0.376  -0.001
H6 2.372 0.943 1.266  0.000
H7 0.001 1.527 0.647  -0.001
H8 -1.523 2.293 -2.683  0.003
H9 -0.165 2.455 -1.613  0.001
H10 -0.092 1.249 -2.738  0.003
H11 -2.097 1.830 0.701  0.000
H12 -3.203 0.647 0.095  0.000
H13 -2.861 2.170 -0.728  0.000
H14 -2.084 0.003 -1.773  0.003
H15 2.649 -1.520 0.313  0.006
H16 2.799 -0.977 1.863  0.016
H17 1.014 -4.124 1.334  0.021

Atomic forces in eV per Å
-3.5 3.7 -2.0
-0.5 -2.0 -2.2
-1.1 2.9 -0.4
0.7 -1.0 1.8
2.0 -4.1 3.5
1.0 -3.3 1.7
-2.6 -2.7 -1.7
0.5 2.1 -1.8
-1.2 -0.1 -0.1
0.5 1.4 -0.2
-0.5 -0.1 -1.0
0.1 -0.4 0.0
1.7 -0.2 0.5
0.3 0.1 0.3
0.5 1.1 0.6
0.3 -0.9 -0.5
-0.1 0.6 0.6
0.5 -0.2 0.6
-1.6 1.1 -1.3
0.2 1.0 0.9
-0.2 -0.1 -0.7
1.5 0.9 2.3
0.8 0.9 -0.1
-0.4 0.3 -0.3
1.0 0.4 0.7
0.7 -1.4 -0.8
-1.0 -0.8 -0.5
0.1 0.8 0.3

DFT (ωB97M-V with the def2-TZVPD basis set) results for a structure of composition C26H35O2Pd.

Properties
- multiplicity = 5
- HOMO energy (alpha / beta) (eV) = -9.83 / -11.48
- total charge = +1
- ⟨S²⟩ = 6.02

Last column: Löwdin spin population.
Element x y z (Å)
O1 -0.064 1.154 -5.035  0.000
C1 -1.358 1.773 -4.788  0.000
C2 -2.093 0.517 -5.433  0.000
H1 -1.582 2.727 -5.278  0.000
H2 -1.426 1.874 -3.715  0.000
C3 -0.640 -0.137 -5.441  0.000
H3 -2.666 0.675 -6.384  0.000
H4 -2.725 -0.117 -4.727  0.000
C4 0.081 -0.550 -6.726  0.000
H5 -0.187 0.168 -7.527  0.000
H6 -0.093 -1.562 -7.108  0.000
H7 1.150 -0.395 -6.506  0.000
C5 -0.511 -1.229 -4.275  0.001
H8 -1.330 -1.251 -3.516  0.000
H9 0.371 -1.196 -3.665  0.001
H10 -0.465 -2.261 -4.664  0.000
Pd1 0.228 1.303 -0.029  1.174
C6 -1.611 -0.164 0.717  0.243
C7 -1.728 1.131 1.297  0.183
C8 -1.887 2.091 0.240  0.203
H11 -1.751 1.368 2.357  0.003
C9 -1.976 1.364 -0.992  0.126
C10 -1.740 -0.019 -0.701  0.219
H12 -1.709 -0.832 -1.418  0.006
H13 -1.484 -1.098 1.264  0.006
H14 -1.940 3.169 0.382  0.007
H15 -2.257 1.781 -1.948  0.004
C11 1.630 -0.362 0.908  0.214
C12 1.325 -1.268 -0.169  0.367
C13 1.844 -0.721 -1.379  0.248
H16 0.855 -2.246 -0.033  0.012
C14 2.265 0.622 -1.131  0.231
C15 2.289 0.795 0.321  0.137
H17 2.819 1.595 0.843  0.005
H18 1.490 -0.602 1.969  0.004
H19 2.006 -1.246 -2.329  0.005
H20 2.618 1.330 -1.897  0.009
O2 1.569 3.271 -3.089  0.002
C16 1.648 3.856 -4.435  0.000
C17 1.890 5.387 -4.340  0.000
H21 0.735 3.688 -5.071  0.000
H22 2.538 3.487 -5.006  0.000
C18 1.902 5.727 -2.864  0.000
H23 1.114 5.967 -4.837  0.000
H24 2.856 5.628 -4.819  0.000
C19 1.546 4.398 -2.168  0.002
H25 1.216 6.508 -2.548  0.000
H26 2.920 6.038 -2.659  0.000
H27 0.498 4.438 -1.821  0.001
H28 2.173 4.160 -1.273  0.000
C20 0.724 2.794 1.423  0.427
C21 1.288 2.384 2.735  0.039
C22 2.446 3.020 3.246  0.029
C23 3.032 2.591 4.437  -0.001
C24 2.510 1.483 5.125  0.019
C25 1.401 0.811 4.599  -0.003
C26 0.781 1.284 3.441  0.019
H29 -0.150 3.452 1.488  0.020
H30 1.492 3.244 0.786  0.035
H31 2.892 3.821 2.651  0.002
H32 3.921 3.116 4.793  0.000
H33 2.970 1.150 6.059  0.001
H34 1.040 -0.108 5.063  0.000
H35 -0.048 0.710 3.038  0.000

Atomic forces in eV per Å
-0.4 0.0 -0.2
-0.3 -1.9 -0.8
0.0 -0.8 1.1
0.5 -0.1 -0.1
-0.5 0.2 0.3
-0.4 0.0 0.9
0.9 -0.1 0.8
0.4 1.2 -0.9
-0.2 0.7 -0.1
0.2 -0.4 0.4
-0.1 0.2 0.4
-0.3 -0.3 -0.2
-0.7 -0.4 -0.5
0.2 0.4 -0.8
0.8 0.7 -0.1
-0.3 0.4 -0.3
-0.5 -0.9 -1.4
-0.1 0.6 0.4
-0.5 0.2 -0.1
-0.9 -0.8 0.3
0.1 -0.1 -0.4
0.4 -0.5 0.4
-0.4 0.6 -0.3
0.0 0.2 0.1
0.0 0.3 -0.2
-0.2 -0.4 -0.2
0.3 -0.1 0.1
0.9 0.8 -0.3
0.7 -0.1 -0.2
-0.1 0.7 -0.3
0.2 0.4 -0.2
0.5 -1.3 0.0
-0.1 -1.1 0.5
-0.2 -0.6 -0.1
0.2 0.4 -0.7
-0.5 0.3 0.5
-0.2 -0.4 0.5
0.6 1.8 -1.1
0.2 0.3 -1.1
-0.2 -0.1 -0.4
0.8 -0.4 1.0
-0.9 -0.5 0.7
0.7 -0.9 0.4
0.0 -0.2 -0.2
-0.5 0.0 0.3
-0.7 -0.6 0.8
0.0 0.0 -0.2
0.1 0.1 0.6
0.2 0.2 0.2
-0.2 0.1 -0.8
0.3 1.6 1.3
0.5 -0.1 0.3
-0.4 -0.5 -0.2
-0.1 -0.1 -0.1
0.0 0.2 -0.2
0.2 0.3 0.0
0.3 -0.1 0.3
0.2 -0.2 0.1
-0.1 0.3 0.0
-0.1 -0.1 0.3
-0.3 -0.3 0.0
-0.1 0.1 -0.4
0.0 0.4 0.0
0.2 0.2 0.1

DFT total energy: -3403.67004; -822.26427; -1289.51757 (Ha)